ORCA calculation (wB97M-V/def2-TZVPD) on a structure of composition C7H11BF10InNO4S2.

The calculation puts the electronic energy at -71815.774 eV. Its LUMO energy (alpha / beta) is 4.9 / 4.9 eV. The HOMO-LUMO gap (alpha / beta) comes out at 4.233 / 4.232 eV.

The geometry in ORCA input format:
```
! RIJCOSX wB97M-V def2-TZVPD def2/J DEFGRID3
* xyz -2 1
In 0.545 0.739 0.319
C 2.570 0.332 -0.020
H 3.107 -0.167 0.838
H 3.333 1.119 -0.340
F -3.162 -0.701 -0.436
B -2.347 0.348 -0.153
F -1.594 0.031 1.105
F -3.121 1.599 0.052
F -1.455 0.517 -1.172
C 2.066 3.956 0.081
C 0.654 3.834 -0.466
C -0.070 5.128 -0.391
C -0.200 2.695 0.141
H 2.644 4.769 -0.306
H 2.732 3.152 -0.190
H 2.086 4.092 1.130
H 0.854 3.703 -1.480
H 0.236 5.529 0.600
H -1.155 5.055 -0.442
H 0.274 5.787 -1.149
H -1.119 2.665 -0.318
H -0.505 2.953 1.190
F 2.182 -4.149 1.153
C 2.002 -3.615 -0.006
F 3.176 -2.994 -0.355
F 1.782 -4.663 -0.825
S 0.535 -2.448 -0.232
O 0.571 -1.538 0.923
O 0.894 -1.773 -1.485
N -0.732 -3.254 -0.346
S -1.406 -4.249 0.764
O -0.644 -5.478 0.926
O -1.762 -3.478 1.891
C -2.949 -4.753 -0.090
F -2.681 -5.304 -1.281
F -3.772 -3.730 -0.297
F -3.571 -5.710 0.667
*
```

=====

ORCA calculation (wB97M-V/def2-TZVPD) on a structure of composition C7H11BaN7O3S2.

The calculation puts the electronic energy at -46371.455 eV. Its LUMO energy is -1.4 eV. The HOMO-LUMO gap comes out at 5.060 eV.

The geometry in ORCA input format:
```
! RIJCOSX wB97M-V def2-TZVPD def2/J DEFGRID3
* xyz 0 1
Ba 0.655 0.235 -0.801
S 3.464 1.092 -0.711
C 3.243 2.799 -1.132
C 4.423 3.430 -1.728
N 5.364 3.906 -2.186
C 2.149 3.575 -0.969
S 0.571 3.117 -0.289
C 2.216 4.974 -1.390
N 2.217 6.080 -1.708
N -2.791 1.046 -0.402
N -3.125 0.920 0.954
C -2.191 0.492 1.827
N -2.445 0.565 3.126
N -1.093 -0.006 1.245
N 0.032 -0.205 2.007
O 0.937 -0.775 1.354
O 0.188 0.207 3.123
H -2.667 2.025 -0.640
H -3.518 0.619 -0.961
H -3.940 1.397 1.310
H -3.293 0.997 3.454
H -1.677 0.459 3.770
C -0.215 -4.914 -0.807
C 0.375 -3.747 -1.554
O 0.259 -2.516 -0.806
H -0.153 -5.820 -1.413
H -1.263 -4.733 -0.566
H 0.325 -5.107 0.123
H -0.155 -3.565 -2.487
H 1.424 -3.916 -1.798
H 0.681 -2.631 0.055
*
```

=====

ORCA calculation (wB97M-V/def2-TZVPD) on a structure of composition C7H11BeNO10.

As for the expectation value of S²: 0.76. The calculation puts the electronic energy at -29793.258 eV. Its LUMO energy (alpha / beta) is 6.6 / 6.6 eV. The HOMO-LUMO gap (alpha / beta) comes out at 3.105 / 3.086 eV.

The geometry in ORCA input format:
```
! RIJCOSX wB97M-V def2-TZVPD def2/J DEFGRID3
* xyz -3 2
Be 0.825 0.820 -0.573
C -0.195 2.790 -2.606
O -0.972 2.340 -1.778
O -0.219 3.938 -2.978
O 0.955 2.258 -2.649
C 1.386 3.424 0.385
O 0.421 2.874 0.962
O 2.341 2.787 -0.083
O 1.267 4.534 -0.027
C 3.520 -0.746 -0.247
O 3.021 -0.601 -1.353
O 4.747 -0.730 -0.090
O 2.793 -0.564 0.735
C -0.497 -2.960 0.750
C -1.259 -2.015 -0.297
C -2.024 -0.770 0.329
O -1.078 0.024 1.049
C -1.483 0.153 2.395
N -0.312 -1.445 -1.288
H 0.260 -3.496 0.176
H -1.197 -3.465 1.414
H 0.023 -2.329 1.471
H -1.936 -2.670 -0.845
H -2.816 -1.189 0.950
H -2.587 -0.248 -0.445
H -0.866 0.991 2.718
H -1.155 -0.675 3.023
H -2.493 0.431 2.696
H -0.831 -1.349 -2.150
H 0.359 -2.111 -1.644
*
```

=====

ORCA calculation (wB97M-V/def2-TZVPD) on a cluster of 5 separate species, C7H11Br4Cl9 in total.

As for the expectation value of S²: 0.75. The calculation puts the electronic energy at -400308.572 eV. Its LUMO energy (alpha / beta) is 1.8 / 1.7 eV. The HOMO-LUMO gap (alpha / beta) comes out at 2.063 / 8.070 eV.

The geometry in ORCA input format:
```
! RIJCOSX wB97M-V def2-TZVPD def2/J DEFGRID3
* xyz -1 2
Br 27.478 -1.349 9.638
C 28.797 -0.417 8.557
C 28.115 -0.066 7.263
Br 29.323 1.183 6.257
H 29.657 -1.082 8.477
H 29.160 0.407 9.171
H 27.117 0.312 7.488
H 27.906 -1.005 6.751
Br 22.116 -8.300 9.972
C 23.437 -6.838 10.057
C 24.347 -6.944 11.257
Br 25.581 -5.338 11.314
H 22.780 -5.977 10.187
H 23.976 -6.804 9.110
H 24.988 -7.818 11.143
H 23.867 -7.043 12.231
C 23.551 -1.627 9.257
Cl 22.194 -0.814 10.044
Cl 23.614 -1.118 7.521
Cl 23.272 -3.361 9.379
H 24.540 -1.434 9.672
C 24.307 0.736 4.555
Cl 23.115 1.397 3.290
Cl 25.472 1.976 5.190
Cl 25.227 -0.762 4.050
H 23.674 0.497 5.409
C 19.583 -0.658 12.774
Cl 19.346 0.375 14.203
Cl 18.313 -0.354 11.549
Cl 19.562 -2.451 13.203
H 20.523 -0.376 12.300
*
```

=====

Q: What is the electronic energy in the fourth record?
A: -400308.572 eV